Arrangement w

Computed, not measured: an isolated molecule of C9H8N2, with ωB97M-V with the def2-TZVPD basis set.

orbital gap	9.12	eV
spin multiplicity	1

CARTESIAN COORDINATES (ANGSTROEM)
C (-2.321, 1.765, 0.984)
C (-2.576, 0.615, 0.217)
C (-1.503, -0.065, -0.279)
C (-0.159, 0.325, 0.108)
C (0.113, 1.359, 0.811)
C (-1.035, 2.138, 1.432)
C (1.002, -0.479, -0.455)
C (2.165, -2.226, -0.923)
C (2.861, -1.075, -1.327)
H (-3.351, 2.336, 1.439)
H (-3.625, 0.223, -0.090)
H (-1.608, -0.947, -1.010)
H (1.051, 1.574, 1.263)
H (-0.966, 2.987, 2.058)
H (0.560, -2.403, 0.080)
H (2.591, -3.290, -1.202)
H (3.706, -0.861, -1.678)
N (1.017, -1.913, -0.426)
N (2.079, -0.062, -1.003)



Arrangement x

Computed, not measured: an isolated molecule of C9H8N2, with ωB97M-V with the def2-TZVPD basis set.

orbital gap	8.96	eV
spin multiplicity	1

CARTESIAN COORDINATES (ANGSTROEM)
C (2.512, 0.106, -1.130)
C (2.816, 1.401, -0.594)
C (1.777, 2.020, 0.160)
C (0.423, 0.183, -0.009)
C (1.379, -0.544, -0.773)
C (-0.891, -0.470, 0.381)
C (-1.213, -1.694, 0.680)
C (-2.626, -1.712, 0.761)
C (-3.070, -0.506, 0.407)
H (3.202, -0.537, -1.670)
H (3.681, 2.042, -0.723)
H (1.877, 3.166, 0.678)
H (1.283, -1.348, -1.162)
H (-0.523, -2.453, 0.788)
H (-3.332, -2.757, 0.975)
H (-4.126, -0.094, 0.572)
H (-1.913, 1.393, -0.006)
N (0.712, 1.452, 0.489)
N (-1.967, 0.353, 0.178)



Stability check: which of them is most stable? arrangement x.



Arrangement w

Computed, not measured: a 3-piece molecular cluster, H5O3 overall, with ωB97M-V with the def2-TZVPD basis set.

orbital gap	9.12	eV
total charge	-1
spin multiplicity	1

CARTESIAN COORDINATES (ANGSTROEM)
O (-2.062, -0.652, -0.995)
H (-1.913, -1.476, -0.521)
O (2.319, 0.434, 0.335)
H (1.230, 0.480, 0.082)
H (2.181, -0.343, 0.890)
O (-0.131, 0.535, 0.138)
H (-1.184, -0.176, -0.710)
H (-0.440, 1.198, 0.781)



Arrangement x

Computed, not measured: a 3-piece molecular cluster, H5O3 overall, with ωB97M-V with the def2-TZVPD basis set.

orbital gap	9.04	eV
total charge	-1
spin multiplicity	1

CARTESIAN COORDINATES (ANGSTROEM)
O (0.727, -0.658, -0.938)
H (0.777, 0.099, -1.573)
O (0.899, 0.462, 1.573)
H (0.008, 0.102, 1.649)
H (1.044, 0.219, 0.629)
O (-1.674, -0.283, -0.360)
H (-1.375, 0.624, -0.171)
H (-0.406, -0.565, -0.808)



Stability check: which of them is most stable? arrangement w.



Arrangement w

Computed, not measured: C23H35N9O5RbS2 as an isolated structure, with ωB97M-V with the def2-TZVPD basis set.

orbital gap	7.73	eV
total charge	-1
spin multiplicity	1

CARTESIAN COORDINATES (ANGSTROEM)
Rb (-0.777, -0.405, -0.237)
C (-2.489, -1.305, 3.827)
C (-2.149, -2.104, 2.606)
N (-2.822, -2.253, 1.529)
N (-3.955, -1.487, 1.406)
C (-4.814, -1.669, 0.368)
N (-5.638, -0.584, 0.189)
S (-4.925, -3.034, -0.549)
C (-0.811, -2.778, 2.614)
C (-0.221, -3.178, 3.806)
C (1.059, -3.702, 3.778)
C (1.717, -3.790, 2.566)
C (1.050, -3.359, 1.429)
N (-0.187, -2.878, 1.438)
H (-3.370, -0.678, 3.726)
H (-1.633, -0.676, 4.085)
H (-2.690, -1.993, 4.652)
H (-4.018, -0.635, 1.945)
H (-5.251, 0.335, 0.343)
H (-6.232, -0.662, -0.619)
H (-0.738, -3.047, 4.744)
H (1.543, -4.010, 4.696)
H (2.731, -4.158, 2.491)
H (1.541, -3.384, 0.461)
O (5.428, -0.192, 2.246)
C (4.185, -0.049, 1.688)
C (3.037, 0.024, 2.461)
C (1.821, 0.177, 1.814)
N (1.727, 0.234, 0.483)
C (2.834, 0.131, -0.256)
C (4.096, 0.011, 0.306)
C (2.651, 0.141, -1.786)
O (3.587, 0.617, -2.439)
O (1.561, -0.330, -2.208)
C (0.520, 0.217, 2.668)
O (0.661, -0.099, 3.862)
O (-0.536, 0.536, 2.073)
H (5.326, -0.223, 3.202)
H (3.044, -0.064, 3.541)
H (4.970, -0.027, -0.327)
N (-0.596, -2.524, -2.062)
C (-0.591, -3.013, -3.433)
C (-0.365, -1.878, -4.424)
C (-1.394, -0.749, -4.426)
N (-1.271, 0.140, -3.267)
H (0.260, -1.993, -1.904)
H (-0.636, -3.276, -1.383)
H (-1.565, -3.477, -3.629)
H (0.171, -3.786, -3.617)
H (-0.351, -2.317, -5.427)
H (0.627, -1.445, -4.261)
H (-2.404, -1.177, -4.440)
H (-1.274, -0.198, -5.369)
H (-1.597, 1.073, -3.493)
H (-0.287, 0.219, -3.013)
C (1.298, 2.911, -2.152)
N (0.238, 3.872, -1.844)
C (-0.565, 4.221, -3.000)
C (-0.359, 3.847, -0.611)
S (-2.033, 3.898, -0.420)
N (0.472, 3.782, 0.444)
C (1.875, 4.159, 0.383)
C (-0.058, 3.624, 1.792)
H (0.924, 2.156, -2.846)
H (1.609, 2.390, -1.251)
H (2.166, 3.397, -2.597)
H (0.116, 4.378, -3.837)
H (-1.132, 5.131, -2.816)
H (-1.278, 3.430, -3.259)
H (2.107, 4.619, -0.574)
H (2.525, 3.293, 0.532)
H (2.069, 4.883, 1.178)
H (-0.779, 2.813, 1.829)
H (-0.530, 4.552, 2.130)
H (0.775, 3.373, 2.446)



Arrangement x

Computed, not measured: C23H35N9O5RbS2 as an isolated structure, with ωB97M-V with the def2-TZVPD basis set.

orbital gap	7.98	eV
total charge	-1
spin multiplicity	1

CARTESIAN COORDINATES (ANGSTROEM)
Rb (-0.801, -0.314, -0.733)
C (-2.017, -1.023, 3.799)
C (-1.725, -1.637, 2.462)
N (-2.422, -1.482, 1.404)
N (-3.379, -0.495, 1.460)
C (-4.292, -0.361, 0.457)
N (-4.815, 0.900, 0.379)
S (-4.772, -1.603, -0.528)
C (-0.458, -2.415, 2.300)
C (0.386, -2.624, 3.386)
C (1.623, -3.211, 3.175)
C (1.983, -3.578, 1.892)
C (1.070, -3.344, 0.872)
N (-0.114, -2.779, 1.058)
H (-3.038, -0.651, 3.844)
H (-1.311, -0.213, 4.007)
H (-1.912, -1.778, 4.581)
H (-3.129, 0.334, 1.988)
H (-4.179, 1.682, 0.508)
H (-5.435, 1.013, -0.406)
H (0.115, -2.276, 4.371)
H (2.307, -3.349, 4.003)
H (2.949, -4.011, 1.672)
H (1.324, -3.597, -0.153)
O (5.413, -0.695, 2.525)
C (4.229, -0.458, 1.879)
C (3.102, -0.021, 2.556)
C (1.938, 0.185, 1.831)
N (1.867, -0.023, 0.517)
C (2.958, -0.440, -0.130)
C (4.166, -0.668, 0.512)
C (2.854, -0.680, -1.653)
O (3.920, -0.886, -2.245)
O (1.682, -0.660, -2.126)
C (0.666, 0.648, 2.568)
O (0.770, 0.807, 3.800)
O (-0.361, 0.809, 1.865)
H (5.294, -0.481, 3.456)
H (3.086, 0.158, 3.625)
H (5.020, -0.995, -0.063)
N (-0.464, -2.756, -2.350)
C (-0.719, -3.285, -3.679)
C (-0.317, -2.292, -4.764)
C (-1.112, -0.988, -4.818)
N (-0.692, -0.004, -3.813)
H (0.485, -2.393, -2.269)
H (-0.642, -3.432, -1.618)
H (-1.789, -3.497, -3.769)
H (-0.191, -4.230, -3.880)
H (-0.432, -2.796, -5.728)
H (0.748, -2.055, -4.658)
H (-2.176, -1.212, -4.680)
H (-1.005, -0.582, -5.832)
H (-0.773, 0.932, -4.188)
H (0.285, -0.148, -3.554)
C (0.871, 2.576, -1.411)
N (-0.295, 3.467, -1.410)
C (-0.834, 3.722, -2.734)
C (-1.128, 3.553, -0.328)
S (-2.814, 3.592, -0.518)
N (-0.559, 3.607, 0.885)
C (0.834, 3.961, 1.103)
C (-1.359, 3.508, 2.095)
H (0.801, 1.883, -2.253)
H (0.914, 1.973, -0.508)
H (1.808, 3.128, -1.513)
H (0.008, 3.872, -3.412)
H (-1.456, 4.613, -2.727)
H (-1.443, 2.886, -3.091)
H (1.237, 4.456, 0.224)
H (1.442, 3.086, 1.346)
H (0.878, 4.656, 1.942)
H (-2.130, 2.757, 1.969)
H (-1.832, 4.468, 2.322)
H (-0.710, 3.188, 2.906)



Stability check: which of them is most stable? arrangement x.



Arrangement w

Computed, not measured: a 7-piece molecular cluster, C14H42O14 overall, with ωB97M-V with the def2-TZVPD basis set.

orbital gap	9.53	eV
spin multiplicity	1

CARTESIAN COORDINATES (ANGSTROEM)
C (-3.440, 2.012, -1.713)
C (-4.268, 1.301, -2.763)
O (-5.561, 1.128, -2.175)
O (-2.175, 2.193, -2.263)
H (-3.436, 1.652, -0.676)
H (-3.734, 3.042, -1.607)
H (-3.802, 0.352, -2.824)
H (-4.471, 1.774, -3.734)
H (-6.162, 1.777, -2.590)
H (-1.789, 2.747, -1.625)
C (-3.238, -2.249, 2.306)
C (-2.454, -2.267, 0.964)
O (-2.191, -0.849, 0.784)
O (-3.572, -3.606, 2.689)
H (-4.227, -1.733, 2.287)
H (-2.671, -1.801, 3.169)
H (-3.185, -2.518, 0.170)
H (-1.542, -2.888, 0.909)
H (-2.775, -0.304, 1.406)
H (-4.317, -3.515, 3.189)
C (1.722, -0.414, 4.389)
C (1.673, -1.315, 3.118)
O (0.383, -1.852, 3.075)
O (3.002, 0.080, 4.696)
H (1.238, -0.901, 5.197)
H (1.072, 0.421, 4.361)
H (2.367, -2.177, 3.185)
H (1.948, -0.753, 2.153)
H (0.411, -2.689, 2.547)
H (2.793, 0.881, 5.297)
C (2.372, 2.995, -2.888)
C (1.576, 1.745, -2.753)
O (1.436, 1.054, -3.983)
O (2.051, 3.844, -1.898)
H (2.185, 3.355, -3.892)
H (3.430, 2.867, -2.942)
H (0.593, 1.824, -2.227)
H (2.125, 1.180, -1.994)
H (0.657, 0.485, -3.918)
H (2.090, 3.363, -1.057)
C (4.349, -2.116, 0.697)
C (3.871, -3.296, -0.249)
O (3.065, -2.713, -1.239)
O (4.908, -2.654, 1.847)
H (3.651, -1.268, 0.789)
H (5.165, -1.727, 0.266)
H (3.174, -3.978, 0.279)
H (4.658, -4.013, -0.614)
H (2.291, -2.310, -0.807)
H (5.312, -1.950, 2.378)
C (-0.722, -0.533, -1.916)
C (0.451, -1.444, -1.660)
O (0.691, -1.697, -0.279)
O (-0.786, 0.029, -3.184)
H (-0.751, 0.321, -1.288)
H (-1.621, -1.097, -1.705)
H (1.427, -0.969, -1.920)
H (0.275, -2.317, -2.239)
H (-0.108, -1.424, 0.201)
H (-1.592, 0.585, -3.066)
C (-0.235, 3.194, 0.565)
C (-0.335, 1.629, 0.817)
O (-0.238, 1.189, 2.102)
O (-0.910, 3.706, -0.517)
H (0.785, 3.637, 0.712)
H (-0.865, 3.573, 1.395)
H (0.480, 1.194, 0.267)
H (-1.319, 1.335, 0.314)
H (-0.239, 0.212, 2.103)
H (-0.960, 4.681, -0.422)



Arrangement x

Computed, not measured: a 7-piece molecular cluster, C14H42O14 overall, with ωB97M-V with the def2-TZVPD basis set.

orbital gap	10.05	eV
spin multiplicity	1

CARTESIAN COORDINATES (ANGSTROEM)
C (3.465, -2.402, 6.743)
C (3.315, -3.788, 7.345)
O (4.254, -4.775, 6.849)
O (2.938, -2.081, 5.474)
H (4.520, -2.132, 6.788)
H (2.950, -1.757, 7.455)
H (2.278, -4.098, 7.216)
H (3.324, -3.784, 8.435)
H (5.132, -4.425, 7.013)
H (3.142, -1.166, 5.268)
C (-1.536, 0.659, 0.298)
C (-0.719, -0.654, 0.084)
O (-0.037, -0.521, -1.105)
O (-2.688, 0.670, -0.458)
H (-1.011, 1.579, 0.042)
H (-1.739, 0.719, 1.368)
H (-1.383, -1.515, 0.008)
H (-0.047, -0.911, 0.903)
H (-0.653, -0.592, -1.838)
H (-2.810, 1.548, -0.827)
C (1.528, 6.260, -2.164)
C (2.895, 5.898, -2.786)
O (3.968, 5.890, -1.813)
O (1.681, 7.466, -1.585)
H (1.194, 5.644, -1.329)
H (0.722, 6.276, -2.898)
H (3.292, 6.620, -3.500)
H (2.873, 5.051, -3.471)
H (3.768, 5.105, -1.296)
H (2.322, 7.373, -0.877)
C (1.301, -7.508, 3.571)
C (0.169, -6.524, 3.103)
O (0.151, -5.336, 3.932)
O (2.551, -6.943, 3.332)
H (1.147, -8.498, 3.142)
H (1.332, -7.665, 4.649)
H (-0.836, -6.941, 3.046)
H (0.358, -6.138, 2.101)
H (1.006, -4.901, 3.921)
H (2.731, -6.330, 4.049)
C (5.465, 0.061, -1.177)
C (5.246, -1.445, -0.779)
O (4.576, -2.040, -1.908)
O (4.272, 0.786, -1.038)
H (5.916, 0.107, -2.168)
H (6.221, 0.426, -0.482)
H (4.604, -1.525, 0.098)
H (6.196, -1.918, -0.531)
H (3.654, -1.776, -1.923)
H (3.562, 0.156, -1.179)
C (-6.541, 5.766, -2.409)
C (-7.464, 5.362, -1.342)
O (-7.885, 6.426, -0.454)
O (-5.217, 5.748, -1.865)
H (-6.749, 6.754, -2.819)
H (-6.520, 5.020, -3.204)
H (-7.154, 4.492, -0.763)
H (-8.467, 5.161, -1.720)
H (-8.257, 7.201, -0.881)
H (-4.595, 5.963, -2.564)
C (-4.702, -1.581, -4.892)
C (-3.438, -1.790, -5.722)
O (-2.413, -0.928, -5.235)
O (-4.519, -2.225, -3.680)
H (-5.597, -1.990, -5.362)
H (-4.934, -0.525, -4.754)
H (-3.490, -1.512, -6.775)
H (-2.943, -2.755, -5.835)
H (-1.627, -1.165, -5.733)
H (-4.049, -1.629, -3.093)



Stability check: which of them is most stable? arrangement x.



Arrangement w

Computed, not measured: an isolated molecule of C5H5NO2, with ωB97M-V with the def2-TZVPD basis set.

orbital gap	7.26	eV
spin multiplicity	1

CARTESIAN COORDINATES (ANGSTROEM)
C (-1.471, 1.275, 0.109)
C (-0.201, 1.770, 0.083)
C (-1.673, -0.046, -0.118)
C (0.910, 0.764, -0.016)
C (0.995, -1.728, 0.021)
N (0.393, -0.402, 0.320)
O (-2.078, -1.053, -0.384)
O (2.049, 1.028, -0.337)
H (-2.423, 1.814, 0.188)
H (0.150, 2.782, 0.145)
H (1.626, -1.709, -0.984)
H (0.177, -2.398, 0.036)
H (1.545, -2.096, 0.937)



Arrangement x

Computed, not measured: an isolated molecule of C5H5NO2, with ωB97M-V with the def2-TZVPD basis set.

orbital gap	9.38	eV
spin multiplicity	1

CARTESIAN COORDINATES (ANGSTROEM)
C (-0.980, -0.185, 0.817)
C (0.191, -0.833, 0.105)
C (-0.071, -0.736, -1.265)
C (0.589, 0.521, -1.431)
C (1.181, 1.579, -1.666)
H (0.358, -0.279, 2.508)
H (-0.918, 0.741, 2.866)
H (0.296, -1.586, -1.944)
H (-1.252, -0.587, -1.537)
H (1.950, 2.450, -1.540)
N (-0.604, -0.031, 2.150)
O (-1.901, 0.169, 0.138)
O (1.161, -1.224, 0.798)



Stability check: which of them is most stable? arrangement w.



Arrangement w

Computed, not measured: an isolated molecule of C5H5NO2, with ωB97M-V with the def2-TZVPD basis set.

orbital gap	10.51	eV
spin multiplicity	1

CARTESIAN COORDINATES (ANGSTROEM)
C (0.205, -0.782, 0.331)
C (1.001, 0.376, 0.785)
C (0.668, 1.468, 0.112)
C (-0.792, -0.072, -0.636)
C (-2.130, -0.173, -0.076)
H (1.617, -1.118, -0.914)
H (-0.241, -1.386, 1.135)
H (1.765, 0.459, 1.571)
H (1.160, 2.453, 0.096)
H (-0.728, -0.582, -1.608)
N (-3.195, -0.241, 0.421)
O (1.038, -1.675, -0.433)
O (-0.369, 1.274, -0.783)



Arrangement x

Computed, not measured: an isolated molecule of C5H5NO2, with ωB97M-V with the def2-TZVPD basis set.

orbital gap	8.47	eV
spin multiplicity	1

CARTESIAN COORDINATES (ANGSTROEM)
C (-0.016, 0.705, 1.992)
C (0.101, 0.457, 0.738)
C (1.136, -0.360, -1.205)
C (-0.236, -0.506, -1.353)
C (-0.853, 0.054, -0.321)
H (-1.966, 0.143, 2.135)
H (0.857, 1.228, 2.436)
H (1.463, -1.121, -2.821)
H (-0.660, -0.672, -2.384)
H (-1.955, 0.248, -0.051)
N (2.081, -0.832, -1.956)
O (-1.306, 0.571, 2.692)
O (1.356, 0.085, 0.098)



Stability check: which of them is most stable? arrangement w.